{
  "formula": "C19H27ClHgIN6OPS",
  "method": "ωB97M-V/def2-TZVPD",
  "lumo_energy_ha": [0.0919, 0.0917],
  "max_force_ha_per_bohr": 0.0058,
  "gap_ev": [5.54, 7.89],
  "spin_multiplicity": 2,
  "charge": -1,
  "s2": 0.76,
  "symbols": ["Hg", "C", "C", "N", "N", "C", "S", "N", "N", "H", "H", "H", "H", "H", "H", "N", "C", "O", "C", "C", "C", "N", "C", "C", "H", "H", "H", "H", "H", "H", "C", "P", "C", "C", "H", "H", "H", "H", "H", "H", "H", "H", "H", "I", "Cl", "C", "C", "C", "C", "C", "C", "C", "H", "H", "H", "H", "H", "H"],
  "positions_angstrom": [[0.018856, 0.656913, -0.132341], [-2.636310, -4.239189, 1.055562], [-3.075808, -3.924671, -0.324560], [-3.877992, -4.628838, -1.051930], [-3.961441, -3.921276, -2.225181], [-3.215775, -2.797661, -2.256845], [-3.052087, -1.710282, -3.495915], [-2.649740, -2.804188, -1.003679], [-1.757548, -1.849890, -0.549226], [-3.148946, -5.134417, 1.396762], [-2.860738, -3.407912, 1.725708], [-1.558482, -4.411463, 1.089154], [-4.530251, -4.246677, -2.984861], [-2.193637, -1.252274, 0.153734], [-0.933991, -2.288306, -0.152797], [2.982594, -5.157610, 3.020636], [3.017776, -4.740124, 1.682702], [3.653616, -5.410626, 0.864754], [2.326960, -3.519473, 1.357860], [1.646362, -2.682876, 2.296356], [1.008766, -1.550806, 1.887055], [0.980072, -1.135498, 0.587357], [1.631310, -1.930301, -0.333826], [2.283673, -3.072806, 0.003849], [3.259844, -6.122454, 3.114144], [2.160460, -4.917697, 3.550898], [1.628975, -2.903924, 3.356181], [0.475828, -0.913656, 2.583276], [1.584530, -1.594793, -1.362190], [2.776222, -3.662239, -0.757319], [2.312866, 2.427708, 3.023385], [2.380088, 2.019542, 1.239971], [3.333490, 3.443094, 0.594153], [3.673062, 0.720933, 1.240085], [3.299005, 2.662908, 3.431810], [1.892564, 1.578837, 3.564552], [1.645286, 3.276783, 3.176551], [4.249537, 3.614340, 1.165691], [2.713084, 4.339362, 0.628527], [3.591662, 3.264184, -0.450212], [4.598920, 1.052042, 1.717158], [3.888411, 0.420358, 0.213222], [3.297867, -0.162126, 1.759137], [-1.990421, 0.791950, 2.132934], [1.336233, 7.652009, -0.058753], [0.783084, 6.052311, -0.495343], [-0.093629, 5.378442, 0.342822], [-0.517546, 4.106735, -0.000696], [-0.089384, 3.487059, -1.181940], [-0.580215, 2.129391, -1.551387], [0.799071, 4.190999, -1.992406], [1.237591, 5.467446, -1.660585], [-0.435812, 5.847009, 1.256109], [-1.190365, 3.568269, 0.658867], [-0.233226, 1.839402, -2.542100], [-1.669610, 2.109366, -1.559823], [1.150940, 3.736005, -2.911570], [1.924350, 6.002364, -2.303141]],
  "forces_ev_per_a": [[0.049, 0.250, -0.155], [0.021, 0.022, -0.012], [0.012, 0.072, 0.046], [-0.073, -0.026, -0.064], [0.013, -0.031, 0.027], [0.002, -0.050, 0.067], [-0.005, 0.042, -0.064], [0.011, -0.136, -0.015], [-0.057, 0.145, 0.058], [-0.015, -0.002, -0.011], [0.016, -0.003, 0.010], [0.003, 0.018, 0.009], [0.021, 0.010, 0.017], [0.010, -0.037, 0.004], [-0.003, -0.032, -0.055], [-0.023, 0.001, 0.000], [0.018, -0.064, 0.025], [-0.005, 0.018, -0.001], [-0.019, 0.049, -0.031], [-0.030, 0.039, 0.038], [-0.024, 0.051, 0.024], [-0.012, -0.141, -0.181], [0.043, -0.058, 0.139], [0.006, -0.022, -0.024], [0.005, 0.012, -0.005], [0.009, 0.002, -0.010], [0.021, -0.020, -0.007], [0.004, -0.036, 0.021], [0.006, -0.005, -0.006], [0.005, 0.003, 0.008], [-0.052, 0.007, 0.037], [0.024, -0.081, 0.026], [-0.004, 0.068, -0.011], [0.018, -0.041, 0.001], [0.011, -0.001, -0.024], [-0.010, 0.002, -0.006], [0.005, 0.000, -0.007], [-0.005, -0.017, 0.008], [-0.002, 0.017, 0.000], [0.001, -0.010, -0.003], [-0.015, 0.040, 0.005], [0.004, 0.011, 0.000], [0.017, -0.004, 0.007], [0.011, -0.015, 0.016], [0.000, 0.019, 0.001], [-0.005, -0.021, 0.041], [0.025, 0.019, -0.009], [-0.013, -0.031, -0.042], [-0.013, 0.043, 0.030], [-0.030, 0.001, 0.029], [0.022, 0.016, -0.001], [0.003, -0.032, -0.026], [0.002, -0.003, 0.002], [0.003, 0.009, 0.005], [0.006, 0.015, 0.004], [-0.010, -0.081, 0.057], [-0.005, -0.003, 0.004], [0.002, 0.000, 0.005]],
  "mulliken_charge": [0.81, -1.06, 0.80, -0.82, 0.17, 0.16, -0.44, 0.10, -0.20, 0.35, 0.29, 0.22, 0.19, 0.09, 0.05, -0.45, 0.25, -0.71, 0.73, -0.69, -0.76, 0.38, -0.38, -0.87, 0.27, 0.18, 0.23, 0.16, 0.46, 0.44, -1.33, 0.70, -1.10, -1.22, 0.39, 0.33, 0.34, 0.45, 0.20, 0.33, 0.43, 0.33, 0.27, -0.64, -0.26, 0.37, -0.72, -0.01, 0.67, -1.64, -0.49, -0.66, 0.42, 0.28, 0.49, 0.43, 0.33, 0.38]
}